Entry 1:
Computed, not measured: a structure of composition C27H31N7OS2Ti in a non-equilibrium geometry, with wB97M-V/def2-TZVPD.

Frontier orbital gap (spin up / spin down) in eV: 6.01 / 6.64
Highest occupied orbital energy (spin up / spin down) in eV: -5.871 / -6.774
E in eV: -85767.295
F_max in hartree/bohr: 0.02197
LUMO energy (spin up / spin down) in eV: 0.1 / -0.1

```
! RIJCOSX wB97M-V def2-TZVPD def2/J DEFGRID3
* xyz 0 3
Ti 0.82 0.11 0.50
C -0.94 0.54 4.36
C -0.58 0.78 2.93
N -0.14 -0.22 2.15
N 0.45 -1.38 2.73
C 1.70 -1.43 2.33
O 2.28 -0.47 1.61
C 2.48 -2.64 2.68
C 2.21 -3.37 3.83
C 2.93 -4.52 4.11
C 3.92 -4.96 3.23
C 4.18 -4.24 2.07
C 3.47 -3.08 1.80
C -0.42 2.07 2.34
C -0.91 3.27 2.89
C -0.58 4.47 2.33
C 0.25 4.49 1.19
C 0.67 3.29 0.68
N 0.37 2.09 1.21
H -0.03 0.48 4.97
H -1.46 -0.40 4.47
H -1.56 1.34 4.76
H 1.43 -3.02 4.50
H 2.72 -5.08 5.02
H 4.47 -5.87 3.44
H 4.93 -4.59 1.38
H 3.65 -2.52 0.89
H -1.55 3.23 3.76
H -0.95 5.39 2.75
H 0.55 5.42 0.72
H 1.31 3.27 -0.19
C -4.67 1.04 -2.26
N -3.75 2.03 -2.74
C -3.76 2.46 -4.13
C -2.63 3.50 -4.18
N -2.38 3.74 -2.77
C -2.95 2.80 -1.96
S -2.68 2.66 -0.32
H -4.59 0.13 -2.86
H -5.70 1.39 -2.31
H -4.43 0.82 -1.22
H -4.73 2.89 -4.40
H -3.57 1.61 -4.79
H -1.75 3.11 -4.69
H -2.94 4.42 -4.68
H -1.54 4.18 -2.44
C -1.10 -2.99 0.21
C 0.15 -2.80 -0.60
C 0.75 -3.68 -1.46
C 1.94 -3.05 -1.93
C 2.00 -1.82 -1.33
C 3.06 -0.75 -1.47
N 0.90 -1.65 -0.51
H -1.83 -3.58 -0.34
H -1.56 -2.04 0.49
H -0.89 -3.51 1.15
H 0.38 -4.66 -1.73
H 2.66 -3.47 -2.63
H 4.05 -1.14 -1.29
H 2.93 0.06 -0.74
H 3.06 -0.30 -2.46
S -0.97 -0.05 -3.55
C 0.38 0.98 -3.67
C 0.76 1.36 -2.43
N -0.01 0.83 -1.40
C -0.96 0.09 -1.88
H 0.82 1.25 -4.62
H 1.59 2.00 -2.21
H -1.73 -0.37 -1.27
*
```

---

Entry 2:
Computed, not measured: the ion C5H10N with charge +1 in a non-equilibrium geometry, with wB97M-V/def2-TZVPD.

Frontier orbital gap in eV: 10.44
Highest occupied orbital energy in eV: -13.801
E in eV: -6827.710
F_max in hartree/bohr: 0.07277
SMILES string: C=C/C=C/[NH2+]C
LUMO energy in eV: -3.4

```
! RIJCOSX wB97M-V def2-TZVPD def2/J DEFGRID3
* xyz 1 1
C -1.18 0.78 -2.84
C -0.57 -0.21 -2.20
C -0.33 -0.23 -0.60
C 0.24 0.55 0.33
N 0.08 -0.08 1.64
C 1.31 -0.44 2.24
H -1.57 0.56 -3.88
H -1.36 1.74 -2.46
H -0.53 -1.20 -2.61
H -0.75 -1.19 -0.31
H 0.64 1.53 0.08
H -0.36 0.62 2.23
H -0.48 -0.84 1.24
H 2.05 -0.89 1.47
H 1.76 0.49 2.62
H 1.07 -1.19 3.06
*
```

---

Entry 3:
Computed, not measured: a structure of composition C28H29BeN5O5S in a non-equilibrium geometry, with wB97M-V/def2-TZVPD.

Frontier orbital gap in eV: 5.73
Highest occupied orbital energy in eV: -7.215
E in eV: -58433.825
F_max in hartree/bohr: 0.08333
LUMO energy in eV: -1.5

```
! RIJCOSX wB97M-V def2-TZVPD def2/J DEFGRID3
* xyz 0 1
Be 0.98 -0.11 0.05
N 3.71 -1.19 1.59
C 2.87 -1.21 2.71
C 3.39 -1.17 3.97
C 2.57 -1.10 5.09
C 1.21 -1.31 4.99
C 0.62 -1.56 3.71
C -0.64 -2.13 3.56
C -1.07 -2.40 2.29
C -0.26 -2.06 1.20
N 0.89 -1.40 1.29
C 1.45 -1.34 2.56
H 3.34 -0.53 0.92
H 4.66 -0.98 1.86
H 4.48 -1.26 4.13
H 2.95 -0.92 6.09
H 0.64 -1.53 5.87
H -1.19 -2.37 4.48
H -1.96 -2.95 2.10
H -0.58 -2.35 0.24
N 1.51 1.65 1.87
C 2.14 2.82 2.06
C 3.01 3.08 1.01
C 2.79 2.00 0.09
N 1.93 1.07 0.63
H 0.53 1.40 2.16
H 1.99 3.44 2.96
H 3.69 3.91 0.78
H 3.26 1.85 -0.88
N 1.63 -0.65 -1.50
C 1.26 -1.96 -2.00
C 0.20 -2.04 -2.92
C -0.08 -3.26 -3.53
C 0.58 -4.46 -3.06
C 1.49 -4.39 -2.00
C 1.85 -3.10 -1.48
S 0.17 -6.00 -3.89
O 1.36 -6.78 -3.59
O -1.01 -6.53 -3.20
O -0.10 -5.64 -5.27
H 1.39 0.10 -2.18
H 2.68 -0.62 -1.42
H -0.36 -1.13 -3.12
H -0.64 -3.36 -4.48
H 2.03 -5.32 -1.69
H 2.50 -3.01 -0.63
C -3.92 5.10 -3.02
C -3.47 4.08 -2.03
C -3.44 2.70 -2.37
C -2.83 1.74 -1.56
C -2.98 0.30 -2.00
C -2.19 2.13 -0.38
C -2.39 3.50 0.10
C -2.09 3.94 1.49
C -2.98 4.46 -0.77
C -1.22 1.18 0.35
O -1.22 1.20 1.59
O -0.51 0.36 -0.43
H -4.25 6.03 -2.53
H -4.80 4.74 -3.53
H -3.13 5.35 -3.76
H -4.01 2.39 -3.23
H -2.33 0.11 -2.85
H -4.00 0.18 -2.40
H -2.83 -0.37 -1.14
H -1.19 4.61 1.55
H -1.94 3.07 2.14
H -2.98 4.51 1.84
H -3.12 5.50 -0.49
*
```

---

Entry 4:
Computed, not measured: a cluster of 6 separate species, C32H58F5NO9P2SSi in total in a non-equilibrium geometry, with wB97M-V/def2-TZVPD.

Frontier orbital gap in eV: 8.87
Highest occupied orbital energy in eV: -8.849
E in eV: -104917.905
F_max in hartree/bohr: 0.02459
SMILES string: C[Si](C)(CCC(F)(F)[PH](ON=O)(C(F)(F)F)P(O)(O)=S)c1ccccc1.C1CCOC1.C1CCOC1.C1CCOC1.C1CCOC1.C1CCOC1
LUMO energy in eV: 0.0

```
! RIJCOSX wB97M-V def2-TZVPD def2/J DEFGRID3
* xyz 0 1
C 3.44 -3.56 -0.05
Si 1.97 -2.43 0.17
C 1.17 -2.92 1.82
C 0.71 -2.60 -1.23
C -0.41 -1.54 -1.21
C -1.73 -2.03 -0.62
F -1.59 -3.16 0.11
F -2.57 -2.36 -1.63
P -2.55 -0.72 0.50
O -1.79 -1.42 1.91
N -2.63 -1.51 3.03
O -2.03 -1.87 3.96
C -1.54 0.86 0.87
F -2.18 1.58 1.78
F -1.34 1.59 -0.22
F -0.33 0.57 1.36
P -3.71 0.25 -1.19
O -2.78 0.46 -2.51
O -4.02 1.76 -0.64
S -5.36 -0.68 -1.53
C 2.46 -0.61 0.30
C 2.59 0.20 -0.83
C 2.93 1.55 -0.70
C 3.13 2.11 0.56
C 3.02 1.31 1.69
C 2.70 -0.04 1.57
H 4.19 -3.34 0.71
H 3.92 -3.50 -1.03
H 3.13 -4.59 0.13
H 1.95 -3.18 2.53
H 0.67 -2.04 2.21
H 0.47 -3.74 1.71
H 0.30 -3.60 -1.33
H 1.26 -2.42 -2.16
H -0.67 -1.31 -2.24
H -0.08 -0.61 -0.77
H -3.79 -0.91 1.13
H -2.88 1.34 -2.87
H -3.69 2.45 -1.23
H 2.42 -0.20 -1.81
H 3.02 2.15 -1.59
H 3.37 3.15 0.67
H 3.18 1.71 2.68
H 2.61 -0.64 2.47
C -0.63 5.14 -2.88
C -0.23 4.69 -4.29
C 0.94 3.77 -3.99
O 0.68 3.18 -2.72
C -0.39 3.87 -2.09
H -1.66 5.49 -2.81
H 0.03 5.94 -2.54
H -1.05 4.12 -4.74
H 0.02 5.51 -4.96
H 1.88 4.33 -3.95
H 1.05 2.97 -4.72
H -1.27 3.22 -2.11
H -0.13 4.06 -1.04
C 2.81 -7.49 3.32
C 3.97 -8.48 3.19
C 4.02 -8.70 1.69
O 3.58 -7.48 1.09
C 3.00 -6.63 2.08
H 2.82 -6.91 4.24
H 1.85 -8.03 3.26
H 4.89 -8.01 3.54
H 3.82 -9.40 3.75
H 3.35 -9.51 1.38
H 5.02 -8.93 1.33
H 3.69 -5.81 2.27
H 2.07 -6.22 1.70
C -0.03 0.08 6.28
C 1.09 0.36 7.28
C 2.27 -0.34 6.62
O 2.05 -0.26 5.21
C 0.71 0.17 4.96
H -0.86 0.78 6.35
H -0.42 -0.93 6.42
H 1.27 1.43 7.35
H 0.88 -0.02 8.28
H 2.32 -1.39 6.90
H 3.23 0.13 6.86
H 0.74 1.21 4.59
H 0.27 -0.45 4.18
C 0.00 0.58 -5.53
C -1.07 -0.37 -6.05
C -0.61 -1.70 -5.46
O 0.05 -1.39 -4.23
C 0.28 0.02 -4.14
H -0.31 1.62 -5.51
H 0.90 0.50 -6.16
H -2.05 -0.10 -5.63
H -1.16 -0.40 -7.13
H 0.11 -2.20 -6.12
H -1.43 -2.39 -5.26
H -0.40 0.44 -3.40
H 1.30 0.20 -3.81
C -5.68 6.29 -0.70
C -4.65 6.79 0.31
C -3.35 6.32 -0.33
O -3.57 6.35 -1.75
C -4.96 6.52 -2.02
H -6.63 6.82 -0.64
H -5.88 5.23 -0.54
H -4.67 7.88 0.37
H -4.79 6.39 1.31
H -3.10 5.29 -0.03
H -2.50 6.96 -0.09
H -5.12 7.54 -2.39
H -5.27 5.82 -2.79
*
```